1.
This record from the OMol25 dataset describes a single C9H18O molecule in a non-equilibrium geometry. The level of theory is ωB97M-V/def2-TZVPD.

2S+1   1
Highest occupied orbital energy   -8.570 eV
SMILES   C=C[C@H](C)[C@@H](O)C(C)(C)C
LUMO level   0.85 eV

Geometry (Å):
C 3.649 0.344 -0.304
C 2.538 0.720 -0.935
C 0.823 0.825 -0.305
C 0.805 1.706 0.924
C 0.507 -0.598 -0.202
O 1.002 -1.296 0.886
C -1.378 -0.551 -0.082
C -2.130 0.727 -0.447
C -1.769 -1.642 -1.085
C -1.782 -0.992 1.324
H 3.625 -0.123 0.678
H 4.637 0.439 -0.756
H 2.626 1.177 -1.922
H 0.363 1.303 -1.168
H 1.743 1.773 1.481
H 0.067 1.442 1.685
H 0.578 2.735 0.635
H 0.698 -1.173 -1.107
H 1.770 -0.851 1.275
H -1.967 1.528 0.278
H -1.869 1.085 -1.447
H -3.217 0.558 -0.450
H -1.280 -2.594 -0.853
H -1.498 -1.361 -2.108
H -2.852 -1.829 -1.073
H -1.318 -1.944 1.604
H -1.506 -0.244 2.074
H -2.865 -1.163 1.399

2.
This record from the OMol25 dataset describes 4 unconnected molecules or ions with the total composition C6H19NO4 in a non-equilibrium geometry. The level of theory is ωB97M-V/def2-TZVPD.

2S+1   2
Highest occupied orbital energy (alpha / beta)   0.573 / -4.802 eV
Total charge   -1
LUMO level (alpha / beta)   3.21 / 3.04 eV

Geometry (Å):
C 0.859 -0.619 -2.851
O -0.337 -1.364 -3.120
C 0.955 -0.219 -1.389
C -0.097 0.853 -1.101
C -0.172 1.252 0.354
C -0.028 0.298 1.269
N 0.024 0.556 2.654
C -0.171 2.749 0.600
H 1.709 -1.246 -3.188
H 0.825 0.189 -3.587
H -0.509 -1.922 -2.354
H 1.902 0.194 -1.074
H 0.931 -1.136 -0.787
H -1.036 0.822 -1.685
H 0.280 1.720 -1.666
H -0.178 -0.744 1.008
H 0.623 1.337 2.866
H 0.010 -0.262 3.241
H -1.125 3.082 1.037
H 0.669 3.092 1.218
H 0.060 3.225 -0.350
H 3.862 -0.945 -0.096
H 3.036 -0.678 1.251
O 3.309 -0.328 0.382
H -4.318 0.113 0.371
H -2.855 -0.287 0.333
O -3.736 -0.661 0.482
H -1.376 -2.430 2.582
H -1.508 -3.328 1.324
O -1.608 -3.311 2.274

3.
This record from the OMol25 dataset describes 2 unconnected molecules or ions with the total composition C6H17ClSi2 in a non-equilibrium geometry. The level of theory is ωB97M-V/def2-TZVPD.

2S+1   1
Highest occupied orbital energy (alpha / beta)   -6.747 / -6.744 eV
LUMO level (alpha / beta)   -3.14 / -3.14 eV

Geometry (Å):
C -2.136 -1.841 0.529
C -0.543 -1.464 2.442
C -1.945 0.372 1.575
C 0.944 1.011 -3.308
C 0.271 3.127 -0.842
C -1.109 -0.872 1.188
Si -0.081 1.468 -1.706
Si -0.026 -0.391 -0.259
Cl 3.334 3.196 1.718
H -2.913 -2.063 1.195
H -2.545 -1.479 -0.370
H -1.757 -2.877 0.368
H -1.276 -1.898 3.094
H -0.023 -0.777 3.079
H 0.212 -2.223 2.295
H -2.843 -0.122 2.074
H -1.568 1.045 2.350
H -2.232 0.921 0.652
H 1.685 0.180 -2.932
H 0.531 0.615 -4.180
H 1.384 1.949 -3.810
H 0.908 2.995 0.142
H 0.752 3.751 -1.710
H -0.558 3.651 -0.551
H -1.504 1.466 -2.108
H 0.844 -1.563 -0.630

Relative energy (zero: lowest compared OMol25 entry of this formula, charge and spin) values (in kJ/mol) by entry order: 276.4; 38.3; 437.0.
Total energy values (in a.u.) by entry order: -428.854049; -595.637163; -1277.816801.